Here is a 5-piece molecular cluster, C12H32NO15S4 overall at a distorted geometry from the Open Molecules 2025 dataset. Energies are from the ωB97M-V functional and the def2-TZVPD basis.

Calculated values
Spin multiplicity: 1
ΔE to the lowest compared entry with this formula, charge and spin, eV: 10.166
Charge: -1

Atoms and positions in Å:
S1 39.37 -38.01 -6.85
S2 40.66 -35.36 -0.17
S3 35.29 -30.44 -3.21
S4 41.09 -29.36 -8.68
O1 39.78 -31.62 -4.16
O2 35.33 -29.23 -4.33
O3 41.86 -35.39 0.57
O4 41.96 -28.57 -7.88
O5 34.35 -31.37 -3.76
O6 41.47 -32.06 -2.91
O7 39.37 -37.98 -5.48
O8 35.10 -29.71 -1.98
O9 39.76 -34.24 0.10
O10 41.35 -30.72 -8.90
O11 39.90 -36.67 0.42
O12 39.65 -29.22 -8.03
O13 39.01 -36.43 -7.24
O14 40.99 -30.00 -3.09
O15 40.55 -38.38 -7.58
N1 40.80 -31.17 -3.43
C1 38.93 -37.97 2.08
C2 34.16 -28.33 -4.49
C3 40.84 -35.67 -1.87
C4 39.96 -36.83 1.85
C5 36.86 -31.30 -3.36
C6 34.53 -27.20 -5.46
C7 39.41 -29.72 -6.78
C8 40.84 -28.68 -10.20
C9 39.45 -33.87 -7.02
C10 39.93 -35.37 -6.79
C11 38.04 -39.00 -7.41
C12 37.97 -29.44 -6.26
H1 40.02 -28.96 -10.76
H2 36.95 -31.62 -4.42
H3 40.04 -29.01 -6.18
H4 33.81 -26.66 -5.43
H5 37.62 -28.42 -6.52
H6 40.51 -27.51 -9.92
H7 39.46 -33.71 -8.07
H8 37.00 -39.04 -6.85
H9 37.91 -29.18 -5.37
H10 39.49 -38.95 1.99
H11 41.04 -36.98 1.98
H12 39.96 -35.73 -2.35
H13 38.49 -39.89 -7.19
H14 38.00 -39.02 -8.42
H15 40.88 -35.59 -7.10
H16 38.97 -37.97 3.06
H17 39.69 -35.97 2.13
H18 37.03 -30.06 -6.32
H19 40.11 -33.20 -6.45
H20 41.48 -36.64 -2.05
H21 37.97 -37.80 1.48
H22 41.71 -28.68 -11.08
H23 41.15 -34.69 -2.25
H24 40.02 -35.44 -5.56
H25 36.91 -32.28 -2.87
H26 37.62 -30.72 -2.85
H27 38.43 -33.79 -6.80
H28 33.32 -29.02 -4.75
H29 34.98 -27.50 -6.29
H30 39.48 -30.86 -6.76
H31 35.60 -26.60 -5.10
H32 34.01 -27.91 -3.42


Here is C12H32NaO4 as an isolated structure at a distorted geometry from the Open Molecules 2025 dataset. Energies are from the ωB97M-V functional and the def2-TZVPD basis.

Calculated values
Spin multiplicity: 1
ΔE to the lowest compared entry with this formula, charge and spin, eV: 0.390
Charge: +1

Atoms and positions in Å:
Na1 0.70 1.05 -0.06
O1 -0.47 -1.27 0.71
O2 0.88 0.93 -2.54
O3 2.66 0.45 1.33
O4 -1.67 2.03 0.25
C1 -0.65 -1.38 2.06
C2 -0.16 -2.65 2.68
C3 -2.17 -1.18 2.25
C4 0.42 -0.14 -3.35
C5 -3.83 3.07 0.47
C6 0.91 -1.44 -2.66
C7 -2.89 2.26 -0.42
C8 -2.49 3.08 -1.62
C9 4.96 -0.10 1.65
C10 3.66 -0.44 0.88
C11 -1.17 -0.20 -3.38
C12 3.22 -1.91 1.12
H1 -3.33 3.22 -2.30
H2 4.76 -0.32 2.69
H3 2.27 -1.94 0.58
H4 -1.61 -1.02 -3.95
H5 5.81 -0.71 1.32
H6 -1.67 -0.30 -2.41
H7 -3.40 3.95 0.96
H8 5.34 0.92 1.66
H9 2.68 0.23 2.26
H10 -0.16 -0.54 2.55
H11 0.37 -1.62 -1.73
H12 3.87 -0.26 -0.17
H13 -2.42 -1.03 3.30
H14 -0.85 -3.47 2.51
H15 2.97 -2.08 2.16
H16 -2.12 4.07 -1.35
H17 -4.24 2.51 1.31
H18 -1.35 2.90 0.48
H19 0.76 1.70 -3.10
H20 0.75 -2.32 -3.28
H21 1.96 -1.43 -2.37
H22 -0.05 -2.57 3.76
H23 -4.67 3.50 -0.07
H24 -2.66 -2.04 1.80
H25 -1.69 0.66 -3.82
H26 -0.94 -1.97 0.25
H27 -3.37 1.32 -0.69
H28 0.83 -2.87 2.26
H29 -2.59 -0.30 1.78
H30 3.84 -2.76 0.84
H31 -1.80 2.51 -2.25
H32 0.78 -0.09 -4.38


Here is C12H32O19Zn as an isolated structure at a distorted geometry from the Open Molecules 2025 dataset. Energies are from the ωB97M-V functional and the def2-TZVPD basis.

Calculated values
Spin multiplicity: 1
ΔE to the lowest compared entry with this formula, charge and spin, eV: 6.498
Charge: -4

Atoms and positions in Å:
Zn1 20.20 13.52 2.28
O1 13.78 12.34 5.60
O2 9.38 15.25 6.89
O3 11.45 15.59 6.73
O4 18.49 16.02 3.56
O5 17.18 21.87 9.01
O6 10.85 19.18 3.48
O7 23.27 14.26 3.44
O8 9.07 12.93 2.54
O9 17.87 20.34 7.70
O10 19.38 11.31 0.40
O11 23.36 12.26 2.67
O12 20.54 18.94 4.83
O13 11.14 18.11 1.68
O14 17.26 14.88 2.40
O15 20.91 14.77 -0.27
O16 11.21 13.00 2.62
O17 15.44 10.57 2.85
O18 19.29 11.87 4.54
O19 14.28 15.26 -0.63
C1 10.24 10.97 1.84
C2 11.99 20.40 1.75
C3 10.68 14.48 8.74
C4 17.35 15.82 3.20
C5 11.31 19.17 2.34
C6 10.17 12.37 2.43
C7 16.15 16.57 3.73
C8 25.36 13.26 3.47
C9 15.93 21.54 7.06
C10 10.52 15.15 7.40
C11 23.93 13.23 3.09
C12 17.09 21.26 7.94
H1 10.27 10.99 0.75
H2 9.89 14.79 9.43
H3 10.57 13.43 8.51
H4 15.96 17.49 3.19
H5 15.15 15.27 -0.23
H6 15.02 11.14 3.49
H7 20.10 19.10 5.67
H8 12.88 20.21 1.15
H9 19.87 10.67 -0.11
H10 12.26 21.21 2.42
H11 15.93 20.94 6.15
H12 9.29 10.52 2.12
H13 15.51 11.09 2.06
H14 11.25 20.89 1.12
H15 15.26 15.93 3.77
H16 18.54 11.39 -0.05
H17 13.09 12.83 5.16
H18 11.62 14.65 9.27
H19 13.47 12.22 6.49
H20 18.71 12.17 5.24
H21 25.81 14.04 2.84
H22 20.26 18.06 4.58
H23 25.90 12.33 3.28
H24 20.44 14.50 -1.06
H25 15.94 22.58 6.74
H26 11.04 10.39 2.31
H27 15.02 21.40 7.64
H28 25.46 13.51 4.52
H29 13.80 14.60 -0.13
H30 16.31 16.94 4.74
H31 19.08 10.94 4.43
H32 21.56 15.39 -0.58


Here is C12H32O4Tl as an isolated structure at a distorted geometry from the Open Molecules 2025 dataset. Energies are from the ωB97M-V functional and the def2-TZVPD basis.

Calculated values
Spin multiplicity: 1
DFT total energy, a.u.: -948.5140
Charge: +3

Atoms and positions in Å:
Tl1 -0.51 -0.10 -0.20
O1 -2.19 -2.06 1.08
O2 -1.20 1.69 -2.44
O3 2.20 0.29 -1.19
O4 -0.01 0.19 2.68
C1 -0.64 0.69 3.86
C2 -1.92 1.22 -4.71
C3 -1.55 -4.44 1.01
C4 -1.68 -3.16 1.90
C5 -0.77 1.63 -3.79
C6 3.02 0.86 -2.22
C7 -2.76 -3.32 3.02
C8 0.20 1.84 4.49
C9 -0.32 2.96 -4.27
C10 3.34 2.31 -1.89
C11 4.27 0.01 -2.41
C12 -0.77 -0.43 4.81
H1 4.83 -0.05 -1.47
H2 -3.07 -2.33 0.80
H3 0.22 2.70 3.83
H4 -1.65 -5.30 1.67
H5 0.41 3.39 -3.58
H6 0.84 -0.13 2.97
H7 -1.63 1.04 3.56
H8 3.57 2.91 -2.77
H9 -2.13 -4.53 0.10
H10 4.03 -1.03 -2.65
H11 2.50 0.87 -3.18
H12 4.98 0.42 -3.14
H13 -3.05 -2.37 3.47
H14 -2.44 0.32 -4.38
H15 -2.72 1.93 -4.93
H16 -2.31 -3.98 3.75
H17 0.05 0.91 -3.84
H18 0.14 2.84 -5.25
H19 1.25 1.54 4.56
H20 -3.69 -3.77 2.66
H21 0.22 -0.60 5.24
H22 -0.21 2.09 5.46
H23 -1.51 0.95 -5.68
H24 -0.55 -4.63 0.62
H25 2.47 2.77 -1.42
H26 -1.97 2.26 -2.47
H27 -1.07 -1.38 4.36
H28 4.07 2.40 -1.09
H29 -0.70 -2.92 2.33
H30 -1.13 3.68 -4.36
H31 -1.34 -0.22 5.71
H32 2.89 0.01 -0.59